Density functional theory data (wB97M-V/def2-TZVPD) for a molecular structure, C30H41Cl4O3PPdSSi2 at a distorted geometry.

Computed properties:
Total charge   -2
Lowest unoccupied orbital energy   4.4 eV
Energy   -127379.3072 eV
Gap between HOMO and LUMO   5.1133 eV
Multiplicity   1

Cartesian coordinates (Å):
Pd (-1.207, 1.722, -0.374)
C (-2.316, -2.684, -2.222)
C (-2.393, -1.371, -1.474)
C (-2.415, -1.622, 0.042)
C (-3.616, -0.603, -1.928)
O (-1.255, -0.538, -1.710)
Si (0.324, -0.940, -1.900)
S (1.490, 0.745, -1.814)
O (0.536, -1.830, -3.309)
C (0.427, -1.293, -4.635)
C (-0.637, -0.206, -4.711)
C (1.802, -0.789, -5.045)
C (0.059, -2.453, -5.516)
O (0.574, -2.151, -0.798)
C (1.586, -3.166, -0.771)
C (2.871, -2.675, -1.425)
C (1.079, -4.396, -1.501)
C (1.797, -3.492, 0.702)
H (-3.200, -3.302, -2.035)
H (-1.470, -3.272, -1.885)
H (-2.204, -2.521, -3.266)
H (-3.341, -2.147, 0.299)
H (-2.401, -0.673, 0.585)
H (-1.568, -2.158, 0.435)
H (-4.513, -1.213, -1.808)
H (-3.498, -0.309, -2.966)
H (-3.790, 0.343, -1.359)
H (-0.442, 0.614, -4.011)
H (-1.637, -0.605, -4.534)
H (-0.584, 0.195, -5.725)
H (2.044, 0.056, -4.379)
H (1.795, -0.538, -6.100)
H (2.495, -1.619, -4.888)
H (-0.898, -2.911, -5.248)
H (0.829, -3.206, -5.499)
H (0.011, -2.053, -6.544)
H (2.751, -2.512, -2.486)
H (3.614, -3.460, -1.262)
H (3.241, -1.759, -0.950)
H (0.941, -4.124, -2.551)
H (0.125, -4.770, -1.073)
H (1.818, -5.181, -1.456)
H (2.231, -2.625, 1.202)
H (2.404, -4.364, 0.841)
H (0.809, -3.658, 1.160)
Cl (1.004, 4.274, -0.497)
C (1.606, 4.231, 1.118)
C (2.633, 5.139, 1.436)
C (3.155, 5.201, 2.698)
C (2.694, 4.281, 3.641)
C (1.781, 3.313, 3.284)
C (1.142, 3.281, 2.020)
P (-0.059, 1.909, 1.598)
C (1.028, 0.609, 2.368)
C (2.216, 0.350, 1.725)
C (3.115, -0.527, 2.299)
C (2.858, -1.107, 3.537)
C (1.649, -0.873, 4.191)
C (0.745, -0.022, 3.585)
C (-1.295, 2.198, 2.923)
C (-2.239, 1.159, 3.151)
C (-3.210, 1.334, 4.092)
C (-3.329, 2.496, 4.800)
C (-2.470, 3.533, 4.538)
C (-1.425, 3.365, 3.638)
H (3.007, 5.767, 0.634)
H (3.912, 5.921, 2.971)
H (3.141, 4.220, 4.637)
H (1.555, 2.538, 3.996)
H (2.456, 0.797, 0.760)
H (4.052, -0.754, 1.781)
H (3.626, -1.697, 3.975)
H (1.449, -1.270, 5.184)
H (-0.169, 0.208, 4.114)
H (-2.172, 0.277, 2.544)
H (-3.897, 0.486, 4.210)
H (-4.128, 2.559, 5.530)
H (-2.614, 4.478, 5.028)
H (-0.734, 4.154, 3.431)
Cl (-3.101, 4.992, 0.533)
Si (-3.103, 2.996, -0.395)
Cl (-4.432, 3.402, -2.117)
Cl (-4.715, 2.294, 0.929)